1.
Molecular formula: C13H40Br3N17O9P
Method: DFT, ωB97M-V/def2-TZVPD

Atoms and positions in Å:
C: -0.195119 -2.679085 1.011145
C: -0.480752 -1.570225 1.275303
N: -0.888814 -0.263885 1.618445
C: -2.177756 0.199239 0.860178
Br: -2.073624 2.187115 0.747897
C: -3.368135 -0.217408 1.804151
C: -4.649879 -0.533235 1.038862
Br: -3.795421 1.300903 3.009898
P: 0.578971 0.897865 1.571306
O: 1.640754 -0.043632 0.798119
Br: 1.204999 0.895149 3.738556
H: 0.122216 -3.681947 1.187382
H: -1.167409 -0.335155 2.607210
H: -2.245901 -0.242651 -0.131891
H: -3.092624 -1.104575 2.407128
H: -5.527929 -0.296807 1.631148
H: -4.688855 -1.608635 0.887543
H: -4.750090 0.006488 0.096750
H: 2.550661 0.225675 0.990489
C: -3.439846 -3.853351 3.374473
O: -3.752135 -2.889891 2.666366
N: -3.092427 -5.059607 2.853230
N: -3.417286 -3.777077 4.727238
H: -2.830869 -5.851843 3.411898
H: -3.104377 -5.155354 1.853752
H: -3.669658 -2.900289 5.144386
H: -3.164556 -4.544061 5.322212
C: -2.472212 -6.084219 -1.033328
O: -2.663399 -6.804842 -0.058979
N: -2.325615 -4.735526 -0.910350
N: -2.393429 -6.571637 -2.299501
H: -2.167213 -4.109533 -1.681990
H: -2.376503 -4.356308 0.015239
H: -2.498854 -7.562439 -2.417548
H: -2.237999 -5.999032 -3.106329
C: 0.599416 -6.445532 3.489852
O: 0.777193 -5.568875 4.323529
N: -0.335221 -6.327199 2.499445
N: 1.313885 -7.607085 3.479700
H: -0.511740 -7.024825 1.796888
H: -0.874830 -5.484215 2.487034
H: 2.007710 -7.724442 4.194172
H: 1.181329 -8.335454 2.804565
C: 0.537082 4.530081 -2.097786
O: -0.528360 4.653211 -2.680142
N: 0.717461 3.619611 -1.088358
N: 1.638827 5.269472 -2.388576
H: 1.585123 3.498525 -0.599289
H: -0.071079 3.053066 -0.844631
H: 1.560714 5.948204 -3.122631
H: 2.520696 5.166040 -1.909955
C: 5.046840 5.973541 0.005349
O: 4.781366 4.904100 -0.542486
N: 5.920202 6.046880 1.053590
N: 4.507946 7.158746 -0.375854
H: 6.158642 6.901938 1.517585
H: 6.341169 5.191124 1.361663
H: 3.865484 7.145746 -1.143050
H: 4.715754 8.044657 0.061189
C: -1.745396 -0.942256 -3.411932
O: -1.908865 -1.657001 -2.422930
N: -1.592731 0.393683 -3.307241
N: -1.704641 -1.440398 -4.681118
H: -1.463413 1.030338 -4.071782
H: -1.626604 0.742212 -2.371657
H: -1.818196 -2.430587 -4.791716
H: -1.572796 -0.872176 -5.496845
C: 3.321979 10.583696 -0.464229
O: 4.169977 9.720252 -0.658270
N: 2.714044 10.755854 0.744251
N: 2.921630 11.439011 -1.443903
H: 2.019530 11.455720 0.922208
H: 2.986771 10.141946 1.488110
H: 3.351612 11.338453 -2.344538
H: 2.231263 12.152793 -1.311225
C: 2.158867 -3.682541 -2.579933
O: 2.855270 -4.140105 -1.693356
N: 1.181580 -2.755547 -2.336279
N: 2.293021 -4.055256 -3.889431
H: 0.595459 -2.363235 -3.048234
H: 1.054763 -2.460098 -1.387326
H: 3.001192 -4.733047 -4.101574
H: 1.731135 -3.689207 -4.633203

Cartesian forces, eV/Å:
C 0.68 -1.95 0.64
C -1.30 2.31 0.25
N 0.11 -1.53 -0.54
C -0.50 1.04 1.82
Br 0.14 -0.94 -1.38
C -0.23 0.84 -0.59
C 0.01 -0.31 -0.05
Br -0.04 -1.05 0.84
P 1.37 1.72 -0.16
O -0.76 -0.11 0.61
Br -0.34 -0.48 -0.57
H 0.10 -0.29 -0.70
H -0.03 0.35 0.03
H 0.38 -0.13 0.03
H -0.16 0.58 -0.18
H 0.06 0.06 0.14
H 0.09 -0.07 -0.33
H 0.18 0.02 -0.01
H 0.22 -0.14 -0.10
C -0.03 -0.23 0.12
O 0.25 -0.40 0.12
N 0.03 0.43 -0.15
N -0.04 0.24 0.04
H -0.07 -0.02 -0.01
H -0.23 -0.38 -0.06
H -0.04 -0.03 0.04
H 0.03 -0.02 -0.03
C -0.01 0.03 0.11
O 0.13 0.15 0.12
N 0.09 0.10 -0.10
N -0.02 -0.18 -0.02
H -0.01 0.11 0.07
H -0.05 0.17 -0.07
H -0.01 0.00 0.00
H 0.00 0.04 0.03
C 0.21 -0.03 0.13
O -0.12 -0.05 -0.15
N 0.04 -0.06 -0.23
N 0.01 0.04 0.09
H -0.03 0.05 0.00
H -0.09 -0.01 0.05
H 0.01 0.00 0.01
H -0.02 0.02 -0.03
C 0.14 0.08 -0.05
O -0.02 -0.14 0.05
N -0.04 -0.20 0.11
N 0.22 0.19 0.00
H 0.06 0.11 -0.06
H -0.03 0.01 0.04
H -0.04 -0.02 -0.03
H 0.00 -0.11 -0.01
C -0.09 0.22 -0.12
O -0.26 0.01 0.03
N 0.01 -0.22 0.09
N 0.22 -0.63 0.43
H 0.00 0.05 -0.07
H 0.03 0.01 -0.02
H 0.03 0.18 -0.05
H -0.12 -0.10 -0.36
C -0.15 -0.14 -0.35
O 0.09 -0.06 0.04
N 0.05 0.14 0.24
N 0.15 -0.27 0.18
H -0.01 0.01 0.00
H 0.02 0.41 0.05
H -0.10 0.01 -0.05
H -0.03 0.04 0.02
C -0.09 0.20 0.01
O -0.16 0.46 0.05
N 0.08 -0.13 0.03
N 0.07 -0.09 -0.11
H 0.00 0.02 -0.03
H -0.01 0.02 0.02
H 0.01 0.02 0.00
H 0.00 0.00 0.03
C 0.03 0.04 -0.01
O -0.04 -0.01 0.04
N -0.03 0.02 -0.05
N 0.01 -0.09 0.00
H -0.05 -0.01 0.02
H -0.02 0.02 0.00
H 0.02 0.01 0.01
H 0.01 0.05 0.01

Properties
* HOMO level: -11.32 eV
* LUMO: -3.09 eV
* energy: -277305.7869 eV
* total charge: +1

Here are the Löwdin charges for atoms 1 to 4, given in e: C 0.19; C -0.16; N -0.25; C -0.57

---

2.
Molecular formula: C3H8ClN
Method: DFT, ωB97M-V/def2-TZVPD

Atoms and positions in Å:
C: 1.524529 -0.320896 -0.345532
C: 0.680981 -0.935152 0.698814
C: -1.210392 0.402367 0.428298
N: -1.118859 1.048720 -0.742991
Cl: -2.497786 -0.796943 0.290783
H: 1.407308 0.816661 -0.257965
H: 2.621147 -0.574591 -0.285005
H: 1.341777 -0.534325 -1.362110
H: 0.155453 -1.832016 0.373871
H: 0.973543 -0.942042 1.780940
H: -0.929620 0.709611 1.441495
H: -1.862977 0.872009 -1.354862
H: -1.085106 2.086603 -0.665740

Cartesian forces, eV/Å:
C 1.58 2.29 1.27
C 2.47 -3.00 0.57
C -3.33 -0.63 1.11
N 1.39 3.57 -0.36
Cl 0.33 -0.01 0.80
H 0.67 -1.28 -0.20
H -0.74 0.39 0.54
H -1.07 -0.53 -1.02
H -0.28 0.24 0.37
H -0.25 0.34 -1.19
H -0.10 0.12 -0.86
H -1.07 -0.66 -1.03
H 0.40 -0.85 -0.01

Properties
* HOMO level (spin up / spin down): -5.32 / -10.51 eV
* LUMO (spin up / spin down): 1.00 / -0.29 eV
* energy: -17248.1879 eV
* total charge: 0
* 2S+1: 3
* energy relative to the best compared isomer or geometry (same formula, charge and spin): 6.8 kJ/mol
* <S²>: 2.007

Here are the Löwdin charges for atoms 1 to 4, given in e: C -0.21; C -0.15; C -0.71; N -0.04

---

3.
Molecular formula: C19H38AsNO4PtSSb
Method: DFT, ωB97M-V/def2-TZVPD

Atoms and positions in Å:
Pt: -0.672021 0.131357 -0.098872
O: -1.871477 2.776401 -0.931905
N: -2.353864 2.490927 0.144316
O: -3.235913 3.056281 0.717391
O: -1.919717 1.357064 0.772237
C: -2.173664 -3.253313 -2.281475
C: -2.535671 -3.130007 -0.798710
As: -2.696458 -1.290753 -0.213536
C: -4.063593 -0.509850 -1.337640
C: -3.551385 0.116097 -2.633679
C: -3.570003 -1.432419 1.515572
C: -3.085448 -2.619627 2.343612
H: -1.863815 -4.270943 -2.518102
H: -1.355690 -2.584784 -2.562657
H: -3.023110 -3.010824 -2.919650
H: -1.778552 -3.600808 -0.171381
H: -3.488010 -3.616713 -0.585079
H: -4.558852 0.236612 -0.714302
H: -4.784498 -1.305672 -1.530670
H: -2.875251 0.945875 -2.430432
H: -4.386737 0.500813 -3.218192
H: -3.017353 -0.606216 -3.251720
H: -4.641886 -1.496288 1.325700
H: -3.384033 -0.488850 2.027201
H: -3.387789 -3.572067 1.910265
H: -3.502443 -2.572285 3.349592
H: -1.997477 -2.626781 2.438259
C: 3.627209 0.837359 -1.226822
C: 3.085454 1.573802 -0.002200
Sb: 1.055576 2.103975 -0.255857
C: 1.177460 3.230625 -2.036507
C: 2.090208 4.444916 -1.843162
C: 0.670590 3.494746 1.285867
C: 1.921648 3.864480 2.083042
H: 4.666103 0.537411 -1.075490
H: 3.605651 1.467004 -2.118188
H: 3.053354 -0.064094 -1.442232
H: 3.639156 2.499679 0.164032
H: 3.145510 0.980560 0.909368
H: 0.160424 3.521573 -2.292048
H: 1.550886 2.571296 -2.820515
H: 1.742066 5.090698 -1.034980
H: 2.112948 5.049335 -2.751157
H: 3.118347 4.149947 -1.624130
H: -0.072918 3.020982 1.926292
H: 0.216792 4.367949 0.813589
H: 2.351162 2.987984 2.568556
H: 1.666691 4.582384 2.863551
H: 2.689641 4.322317 1.457802
C: 1.016178 -1.967407 3.679859
S: 0.560957 -0.974322 2.275671
O: 1.096602 0.400960 2.557767
C: 1.575872 -1.725409 1.034911
C: 2.948987 -1.884916 1.161865
C: 3.661521 -2.394560 0.089198
C: 3.015088 -2.724398 -1.103882
C: 1.652190 -2.531746 -1.239644
C: 0.925616 -2.026994 -0.161155
H: 2.058068 -1.759957 3.929700
H: 0.862921 -3.022747 3.448720
H: 0.368256 -1.662899 4.500331
H: 3.451444 -1.617473 2.082818
H: 4.732084 -2.529310 0.173881
H: 3.587805 -3.122471 -1.931597
H: 1.151286 -2.785050 -2.164965
H: -0.164128 -1.929456 -0.228433

Cartesian forces, eV/Å:
Pt 0.03 -0.48 -0.74
O 0.33 0.09 0.04
N -0.37 -0.63 -0.13
O 0.03 0.22 0.22
O -0.37 0.77 -0.08
C 0.00 0.00 0.07
C 0.09 -0.07 -0.29
As 0.07 0.15 0.38
C 0.00 0.16 -0.17
C 0.02 -0.05 0.05
C 0.00 -0.07 0.07
C 0.03 0.03 0.01
H -0.04 -0.01 0.01
H 0.02 0.00 0.03
H 0.01 0.02 0.02
H -0.01 -0.04 0.05
H 0.00 -0.04 0.01
H -0.03 0.01 0.00
H -0.05 -0.02 0.01
H 0.02 0.01 0.02
H 0.00 0.00 0.01
H -0.02 0.00 0.00
H -0.04 -0.01 0.01
H 0.01 0.05 -0.01
H -0.02 -0.01 -0.03
H 0.00 0.01 -0.01
H 0.00 0.03 0.01
C 0.04 0.04 0.08
C 0.26 0.02 -0.12
Sb -0.08 -0.69 0.35
C 0.02 0.22 -0.09
C -0.05 -0.05 -0.11
C 0.01 0.19 0.11
C -0.08 0.01 0.00
H -0.02 -0.01 0.02
H -0.01 0.01 0.01
H -0.03 0.01 -0.02
H 0.00 -0.04 0.06
H 0.01 -0.01 -0.01
H 0.01 0.01 -0.05
H -0.05 0.01 -0.02
H 0.01 -0.03 0.00
H 0.01 -0.01 0.01
H -0.02 0.00 0.02
H 0.00 0.04 0.01
H -0.03 0.00 0.06
H -0.01 -0.01 -0.01
H -0.01 -0.01 0.00
H -0.02 0.00 -0.01
C 0.24 -0.15 0.14
S -0.28 0.78 0.68
O 0.00 -0.45 -0.12
C 0.12 0.05 -0.35
C -0.10 -0.14 -0.02
C -0.03 -0.05 -0.13
C 0.12 -0.06 0.10
C -0.10 0.04 0.01
C 0.54 0.35 -0.15
H -0.07 -0.08 0.05
H 0.01 0.04 0.03
H 0.04 0.01 -0.01
H 0.00 0.03 -0.02
H -0.01 -0.01 -0.01
H -0.01 0.00 0.03
H 0.01 0.04 -0.01
H -0.15 -0.20 -0.03

Properties
* HOMO level: -11.48 eV
* LUMO: -4.19 eV
* energy: -111446.7689 eV
* total charge: +1
* energy relative to the best compared isomer or geometry (same formula, charge and spin): 76.4 kJ/mol

Here are the Löwdin charges for atoms 1 to 4, given in e: Pt 0.61; O -0.02; N -0.52; O 0.13

---

Which of these has the lowest energy? C13H40Br3N17O9P

---

total charge of number 3 (C19H38AsNO4PtSSb)? +1

---

Number 1 is which compound? C13H40Br3N17O9P

---

total charge of number 3 (C19H38AsNO4PtSSb)? +1